Below is a molecular structure, C12H25N2O8P2S2Ta in a non-equilibrium geometry, with properties calculated with ωB97M-V/def2-TZVPD.

```
! wB97M-V def2-TZVPD RIJCOSX def2/J DEFGRID3
* xyz 3 2
Ta -0.49717 0.22203 0.88652
C -1.97337 -3.31667 3.78732
C -1.88877 -1.98187 3.09082
O -2.94977 -1.09587 3.34662
P -0.43367 -0.94397 3.55682
O 1.06373 -1.35717 3.25302
O -0.60917 -0.80317 5.09662
O -0.54997 0.36733 2.80802
P -1.73217 -1.99767 1.25582
O -2.24877 -3.29237 0.58052
O -0.23717 -1.83587 1.04652
O -2.30737 -0.70707 0.70022
H -1.83337 -3.18907 4.86112
H -1.22427 -4.01067 3.40732
H -2.95687 -3.76207 3.63592
H -3.30707 -1.21547 4.24272
H 1.42893 -2.16377 3.63342
H -0.06867 -0.23297 5.65362
H -3.18287 -3.50107 0.50702
C -1.46677 -2.07997 -4.25748
C -1.10717 -0.66327 -4.67888
C -1.08317 0.31253 -3.50198
S 0.34183 -0.13197 -2.43678
O -0.17827 0.09463 -0.95248
C 1.40463 1.34493 -2.64978
C 0.77643 2.64033 -2.15128
C 1.83613 3.73233 -2.02258
H -1.47527 -2.72947 -5.12768
H -2.45697 -2.11437 -3.80988
H -0.74287 -2.47787 -3.54878
H -1.84477 -0.31007 -5.39938
H -0.13717 -0.65997 -5.17778
H -1.98217 0.22303 -2.89138
H -0.97897 1.33543 -3.85368
H 1.65523 1.40643 -3.70968
H 2.31553 1.13153 -2.09168
H 0.30893 2.46193 -1.17118
H 0.01403 2.98923 -2.84658
H 2.63623 3.42443 -1.35628
H 1.38543 4.63743 -1.62828
H 2.26373 3.96883 -2.99288
N 2.16923 1.94413 1.68052
C 3.50473 1.90053 1.72402
C 3.90123 0.74663 1.06802
C 2.72133 0.13963 0.65932
N 1.65963 0.87263 1.03232
H 1.56793 2.66313 2.06802
H 4.09993 2.65643 2.20382
H 4.90293 0.39793 0.91572
H 2.58913 -0.77997 0.11772
S -1.96817 3.50813 0.70672
C -1.12447 2.23233 0.73022
*
```

- HOMO-LUMO gap (spin up / spin down): 6.688 / 7.918 eV
- HOMO (spin up / spin down): -17.46 / -18.78 eV
- E: -2719.040651 Eh